# 1
Below is C31H29N3O2SrTe as an isolated structure, with properties calculated with ωB97M-V/def2-TZVPD.

Each line ends with the Löwdin charge.
Geometry (Å):
Sr -0.07229 -0.61202 -0.55256  1.346
C -2.42367 1.34933 -0.51059  -0.090
C -1.86296 2.72667 -0.76698  -0.223
C -2.70695 3.81140 -0.57168  -0.070
C -2.30388 5.09677 -0.89002  -0.094
C -1.05796 5.27549 -1.46589  -0.054
C -0.18572 4.21484 -1.68136  -0.192
C 1.08961 4.47331 -2.43237  -0.043
C -0.55668 2.91739 -1.26186  -0.201
N 0.27104 1.80587 -1.46479  0.005
C 1.57692 1.89332 -1.17769  -0.578
O 2.17344 2.72234 -0.47473  -0.013
C 2.41319 0.75109 -1.71555  -0.222
C 3.79924 0.83963 -1.76031  0.013
C 4.50790 -0.25466 -2.23615  -0.027
C 3.83843 -1.42673 -2.57376  0.015
C 2.46272 -1.45372 -2.43787  -0.185
N 1.78735 -0.36007 -2.08857  -0.010
C 1.66285 -2.73936 -2.55570  -0.509
O 2.14741 -3.68019 -3.18279  0.031
N 0.49368 -2.67642 -1.89651  -0.066
C -0.34139 -3.80996 -1.82650  -0.224
C -1.66076 -3.67044 -2.28907  -0.222
C -2.10445 -2.37730 -2.93001  -0.046
C -2.55359 -4.72522 -2.15056  -0.065
C -2.15886 -5.90912 -1.54897  -0.095
C -0.86328 -6.03615 -1.07511  -0.056
C 0.05910 -5.00223 -1.19996  -0.205
C 1.44922 -5.15249 -0.65100  -0.041
H -3.46007 1.42429 -0.18533  0.085
H -1.92433 0.82455 0.31579  0.021
H -2.40308 0.72523 -1.41276  0.065
H -3.70372 3.64170 -0.17955  0.105
H -2.96707 5.93668 -0.73190  0.098
H -0.75357 6.26722 -1.78127  0.109
H 0.99296 5.38284 -3.02465  0.078
H 1.30716 3.64235 -3.10774  0.086
H 1.94262 4.56903 -1.76110  0.076
H 4.28261 1.74518 -1.42520  0.120
H 5.58696 -0.20739 -2.31056  0.111
H 4.35588 -2.31717 -2.90154  0.121
H -1.33046 -1.96669 -3.57571  0.084
H -2.34436 -1.61835 -2.17039  0.046
H -3.01325 -2.53015 -3.51040  0.080
H -3.56551 -4.62152 -2.52606  0.105
H -2.85796 -6.72933 -1.44633  0.097
H -0.55697 -6.95840 -0.59437  0.106
H 1.52385 -6.03521 -0.01650  0.075
H 1.72980 -4.27226 -0.06599  0.075
H 2.16697 -5.23495 -1.46775  0.076
C 0.30904 2.01135 2.84432  -0.403
Te 1.53842 0.33666 2.31347  1.283
C 0.51524 -0.65728 3.92966  -0.427
C -0.05236 0.45572 4.77960  -0.296
C -0.48584 0.20671 6.07936  -0.042
C -1.02163 1.22618 6.84867  -0.080
C -1.12611 2.50794 6.32248  -0.078
C -0.69278 2.76267 5.03223  -0.036
C -0.15516 1.74164 4.25286  -0.289
H -0.52501 2.10372 2.14901  0.053
H 0.90635 2.91663 2.76564  0.068
H 1.22288 -1.27009 4.48365  0.055
H -0.27509 -1.30615 3.55439  0.054
H -0.39516 -0.79249 6.48888  0.115
H -1.34941 1.02409 7.85992  0.104
H -1.53703 3.31029 6.92104  0.105
H -0.76449 3.76336 4.62299  0.119

Summary:
Kohn-Sham gap   7.18 eV
Calculated total energy   -1812.28174 a.u.
Multiplicity   1
Max |F|   0.01603 Eh/bohr
E_HOMO   -7.76 eV

***

# 2
Below is a 2-piece molecular cluster, C31H29N4O2 overall in a non-equilibrium geometry, with properties calculated with ωB97M-V/def2-TZVPD.

Each line ends with the Löwdin charge.
Geometry (Å):
C 4.01685 1.53608 1.64050  -0.020
N 2.76203 0.80063 1.60354  -0.122
C 1.50784 1.37111 1.66136  -0.027
C 0.54178 0.36115 1.82625  -0.165
C -0.88811 0.68064 2.11458  -0.118
C -1.99132 -0.37967 1.99124  -0.223
C -1.93426 -1.28557 0.93032  -0.074
C -2.87341 -2.33051 0.82339  -0.080
C -3.86847 -2.50641 1.79467  -0.089
C -3.97129 -1.54972 2.81250  -0.084
C -3.05867 -0.47833 2.90616  -0.042
C 1.26192 -0.90606 1.84700  -0.116
C 0.93210 -2.24757 2.07890  -0.023
C 1.95372 -3.22089 2.04608  -0.080
C 3.31083 -2.84101 1.95858  -0.085
C 3.70187 -1.49593 1.80617  -0.016
C 2.65476 -0.59107 1.69817  -0.170
H 4.81907 0.79015 1.65898  0.071
H 4.10801 2.19037 0.75343  0.095
H 4.07945 2.14004 2.56640  0.099
H 1.31641 2.44988 1.58722  0.116
H -1.03537 1.14790 3.09452  0.116
H -1.11460 -1.16432 0.19846  0.123
H -2.83757 -2.98726 -0.04526  0.103
H -4.55936 -3.36126 1.74454  0.109
H -4.79791 -1.63708 3.51485  0.101
H -3.14310 0.27071 3.70262  0.108
H -0.10947 -2.52044 2.26922  0.103
H 1.70183 -4.28931 2.09667  0.105
H 4.10822 -3.57524 2.02390  0.099
H 4.74125 -1.13146 1.77925  0.104
C -1.60459 2.94793 -2.37722  0.030
N -2.62993 3.80236 -1.75902  0.021
C -2.48705 4.72403 -0.74259  -0.094
H -0.99598 1.45444 1.37768  0.086
C -1.27765 5.54144 -0.52412  -0.126
C -1.17321 6.60354 -1.45767  0.003
C -0.16652 7.53904 -1.40094  0.037
C 0.84361 7.36810 -0.44388  -0.135
N 1.91044 8.29585 -0.40844  -0.310
O 2.87343 8.11307 0.36757  0.089
O 1.82891 9.28067 -1.18130  0.080
C 0.81025 6.28656 0.46897  0.039
C -0.27003 5.39482 0.48196  0.020
N -3.72460 4.89402 -0.17007  0.025
C -4.04474 5.36074 1.19329  0.031
C -4.69466 4.35188 -1.04871  -0.140
C -4.01250 3.64901 -2.04054  -0.130
C -4.64300 3.36870 -3.25506  0.011
C -5.97376 3.80475 -3.46190  -0.043
C -6.66230 4.49730 -2.44154  -0.043
C -6.01010 4.76815 -1.21958  0.008
H -2.07247 2.40930 -3.21386  0.092
H -0.70110 3.48768 -2.72305  0.111
H -1.25829 2.11951 -1.72284  0.108
H -1.90883 6.68266 -2.25075  0.132
H -0.13693 8.38949 -2.07190  0.133
H 1.64783 6.17583 1.16533  0.131
H -0.34668 4.57660 1.22413  0.122
H -5.13834 5.40062 1.31064  0.093
H -3.75406 4.59388 1.93360  0.108
H -3.56188 6.31187 1.50250  0.114
H -4.09144 2.82833 -4.02440  0.114
H -6.51620 3.57325 -4.39591  0.123
H -7.71223 4.79093 -2.60975  0.123
H -6.48133 5.32824 -0.41353  0.114

Summary:
Kohn-Sham gap   5.28 eV
Calculated total energy   -1567.84025 a.u.
Charge   +1
Relative energy (zero: lowest compared OMol25 entry of this formula, charge and spin)   0.00 kJ/mol
Multiplicity   1
Max |F|   0.08331 Eh/bohr
E_HOMO   -9.43 eV

***

# 3
Below is C31H30BF6N4PPd as an isolated structure, with properties calculated with ωB97M-V/def2-TZVPD.

Each line ends with the Löwdin charge.
Geometry (Å):
Pd 0.97321 1.09224 0.99220  0.856
F 1.62356 -3.79310 3.00906  0.070
C 1.33758 -2.49615 3.21999  -0.266
C 1.30213 -1.63651 2.13735  -0.028
C 1.00113 -0.30027 2.35479  -0.193
C 0.73865 0.16490 3.66201  -0.132
C 0.80483 -0.75306 4.70340  -0.218
F 0.56122 -0.35767 5.97249  0.062
C 1.09799 -2.08720 4.51654  0.062
C 0.35515 1.57816 3.79070  -0.214
C 0.13697 2.28626 4.96804  0.006
C -0.26752 3.60910 4.89445  -0.046
C -0.45113 4.20731 3.65915  -0.039
C -0.20337 3.45531 2.52554  -0.103
N 0.18906 2.18196 2.59330  -0.034
H 1.53683 -2.01587 1.15534  0.082
H 1.13712 -2.77394 5.34892  0.132
H 0.28438 1.81088 5.92302  0.107
H -0.44068 4.16806 5.80493  0.112
H -0.77867 5.23192 3.56207  0.112
H -0.34079 3.85740 1.53166  0.107
N 2.02175 0.39615 -0.46367  -0.381
P 1.58561 -0.50850 -1.66535  0.726
C 3.04888 -0.83998 -2.68451  -0.289
C 4.25297 -1.05725 -2.01445  -0.100
C 5.41146 -1.31987 -2.72822  -0.081
C 5.37906 -1.35341 -4.11668  -0.088
C 4.18896 -1.12047 -4.78866  -0.082
C 3.02501 -0.86473 -4.07537  -0.068
C 0.91441 -2.15560 -1.24457  -0.307
C 1.69403 -3.30602 -1.22912  -0.071
C 1.16185 -4.51086 -0.78084  -0.073
C -0.15632 -4.57797 -0.36107  -0.081
C -0.95326 -3.43888 -0.39941  -0.076
C -0.41779 -2.24082 -0.83845  -0.118
C 0.31717 0.12415 -2.81004  -0.311
C -0.40425 -0.69815 -3.67724  -0.106
C -1.37618 -0.15654 -4.50353  -0.080
C -1.64327 1.20742 -4.46029  -0.072
C -0.93350 2.03027 -3.59981  -0.066
C 0.04910 1.48889 -2.78109  -0.083
H 4.27035 -0.98928 -0.93355  0.099
H 6.34309 -1.48687 -2.20297  0.102
H 6.28560 -1.55028 -4.67480  0.101
H 4.16538 -1.13068 -5.87076  0.102
H 2.10061 -0.67587 -4.60582  0.096
H 2.72600 -3.26229 -1.55399  0.102
H 1.78219 -5.39739 -0.76095  0.106
H -0.56844 -5.51693 -0.01504  0.104
H -1.99214 -3.49411 -0.09645  0.103
H -1.03927 -1.35571 -0.90125  0.086
H -0.21054 -1.76421 -3.70282  0.110
H -1.93479 -0.79940 -5.17199  0.102
H -2.41663 1.62637 -5.09126  0.105
H -1.16115 3.08596 -3.53923  0.104
H 0.59495 2.12024 -2.09067  0.089
F -2.29447 4.07476 -1.66432  0.167
B -2.37358 3.28824 -0.54304  -1.227
F -3.23422 2.17839 -0.72885  0.093
F -2.78059 3.99535 0.59599  0.115
F -1.07073 2.73042 -0.23798  0.018
N -4.83976 0.54703 0.65919  -0.003
C -4.23554 0.61552 1.98414  -0.236
C -2.83441 1.19127 1.84340  -0.144
N -2.17171 0.54294 0.67246  0.143
H -5.72534 0.06250 0.66835  0.082
H -2.94194 0.28921 0.03182  0.126
H -4.96784 1.46834 0.25185  0.083
H -4.18810 -0.39864 2.38881  0.117
H -4.77856 1.23198 2.70723  0.117
H -2.22948 1.02971 2.73170  0.119
H -2.87494 2.25784 1.62607  0.101
H -1.56238 1.22309 0.19208  0.073
H -1.60496 -0.26502 0.93005  0.121

Summary:
Kohn-Sham gap   7.74 eV
Calculated total energy   -2511.85031 a.u.
Relative energy (zero: lowest compared OMol25 entry of this formula, charge and spin)   0.00 kJ/mol
Multiplicity   1
Max |F|   0.01894 Eh/bohr
E_HOMO   -7.77 eV